27
Properties=species:S:1:pos:R:3 method="wB97M-V/def2-TZVPD" multiplicity=1 charge=0 e_homo_ev=-6.78 relative_energy_kj_mol=429.4 e_tot_ev=-13116.29078 fmax_ev_per_a=5.9 lumo_energy_ev=0.9
C 0.88203 0.02097 -0.24370
C -0.26432 0.70698 0.24349
C 0.35789 0.47682 2.23872
C -0.09905 -0.48616 -1.96125
C -0.52306 1.38435 3.05368
C 1.07142 -0.86825 -2.83774
C -1.03325 -1.63656 -1.68149
N -0.44056 2.07276 0.02244
O 1.37603 -1.15521 0.22145
O 0.12846 -0.91142 2.53732
H 0.84031 -1.45530 0.98841
H -0.81630 -1.04066 2.67975
H 1.67914 0.65822 -0.62690
H -1.20281 0.16920 0.34560
H 1.41944 0.65578 2.41199
H -0.62102 0.39068 -2.34883
H 0.40426 2.59384 -0.16854
H -1.19483 2.30503 -0.60667
H -0.26676 2.42261 2.84653
H -0.43096 1.20622 4.13380
H -1.57669 1.25729 2.78087
H 1.69086 -1.61612 -2.33823
H 0.74010 -1.29742 -3.79225
H 1.69889 -0.00583 -3.07132
H -1.36067 -2.12955 -2.60542
H -1.92891 -1.32061 -1.14296
H -0.52965 -2.39766 -1.07873